No. 1
The following is a quantum chemistry calculation of C27H44BrCaN3OP2 as an isolated structure, from the Open Molecules 2025 dataset.

Properties
E_HOMO (spin up / spin down) = -11.7 / -11.7 eV
F_max = 3.6 eV/Å

Structure (ORCA input):
```
! wB97M-V def2-TZVPD RIJCOSX def2/J DEFGRID3
* xyz 2 1
C 0.5827 -6.2298 -2.6756
C 1.1319 -4.9437 -2.7357
C 1.3848 -4.3488 -3.9747
C 0.8899 -4.9822 -5.1220
N 0.2835 -6.1649 -5.0464
C 0.1150 -6.7891 -3.8836
C 1.2329 -4.1344 -1.5230
C 0.5690 -3.1962 -1.0270
C -0.2375 -2.1069 -0.6174
C -1.1180 -2.2764 0.4711
C -1.8340 -1.1824 0.9333
C -1.6305 0.0741 0.3287
C -0.8717 0.1978 -0.8634
C -0.1562 -0.8899 -1.3350
Ca 2.3828 -2.9479 0.2405
P -2.8864 1.3752 0.6550
H 1.8958 -3.3846 -4.0462
H 0.4647 -6.7454 -1.7336
H 0.9824 -4.5118 -6.1088
H -0.4093 -7.7484 -3.8831
H 0.4502 -0.8707 -2.2470
H -1.2072 -3.2637 0.9369
H -0.8192 1.1572 -1.3862
H -2.5246 -1.3151 1.7771
C -2.3321 2.5226 1.9126
C -2.7549 3.9836 1.8520
H -1.2034 2.4829 1.8387
H -2.5684 2.0673 2.8869
H -2.5641 4.4321 2.8379
H -2.1401 4.5354 1.1259
H -3.8094 4.1177 1.5981
C -3.2876 2.0487 -0.9375
C -3.7915 1.0110 -1.9526
H -2.3776 2.5318 -1.3174
H -4.0348 2.8407 -0.7561
H -3.6516 1.4323 -2.9608
H -3.2269 0.0688 -1.9154
H -4.8626 0.7894 -1.8282
C -4.3641 0.6008 1.3000
C -5.5482 1.5618 1.4485
H -4.0681 0.1746 2.2671
H -4.6157 -0.2156 0.6132
H -6.4203 0.9785 1.7586
H -5.3604 2.3364 2.2044
H -5.8137 2.0552 0.4988
Br 0.4248 1.1929 1.9425
P 3.0561 2.7152 -0.9032
C 1.3087 3.2534 -0.8145
C 1.2133 4.7728 -0.9825
H 0.9229 2.9050 0.1598
H 0.7405 2.7367 -1.5986
H 0.1781 5.0860 -1.1747
H 1.5634 5.3033 -0.0883
H 1.8261 5.1043 -1.8330
C 3.4757 2.2498 0.8099
C 4.5658 3.1820 1.3334
H 3.7899 1.2004 0.7825
H 2.5443 2.3068 1.4053
H 4.6155 3.1392 2.4219
H 5.5414 2.8827 0.9333
H 4.3763 4.2193 1.0308
C 2.9981 1.1659 -1.8535
C 3.3040 1.5602 -3.3022
H 2.0138 0.6969 -1.7247
H 3.7739 0.5083 -1.4381
H 3.5243 0.6852 -3.9191
H 2.4630 2.0964 -3.7568
H 4.1790 2.2225 -3.3425
C 2.9617 -3.1444 4.9858
N 1.6439 -2.6163 4.6985
C 1.1496 -2.5241 3.4449
N -0.1078 -2.0090 3.3324
O 1.7757 -2.9432 2.4063
H 3.6089 -3.0761 4.1009
H 2.9061 -4.1924 5.2992
H 3.4270 -2.5831 5.7985
H 1.1117 -2.1911 5.4622
H -0.2310 -1.3288 2.5800
H -0.5201 -1.7046 4.1951
*
```

No. 2
The following is a quantum chemistry calculation of the molecule C6H7NS, from the Open Molecules 2025 dataset.

Properties
E_HOMO = -8.3 eV
F_max = 6.4 eV/Å
Relative energy (zero: lowest compared OMol25 entry of this formula, charge and spin) = 6.6888 eV

Structure (ORCA input):
```
! wB97M-V def2-TZVPD RIJCOSX def2/J DEFGRID3
* xyz 0 1
C -1.6138 0.2759 0.1675
C -2.9275 0.6759 0.8408
C 0.7109 0.4947 0.1948
C -2.8107 0.6583 -0.6116
C 1.2658 -0.8965 0.2780
C 2.7211 -0.4153 0.1806
N -0.4061 1.0344 0.0200
S 2.1754 1.3786 0.0920
H -1.5713 -0.7542 0.3015
H -2.6125 1.7698 -1.0306
H -3.3002 0.1182 -1.2643
H 0.8825 -1.3824 1.1017
H 1.0667 -1.5751 -0.6781
H 3.2209 -0.5716 1.0395
H 3.1989 -0.8108 -0.6317
*
```

No. 3
The following is a quantum chemistry calculation of a 4-piece molecular cluster, C6H10N2 overall, from the Open Molecules 2025 dataset.

Properties
E_HOMO = -8.3 eV
F_max = 12.3 eV/Å
Relative energy (zero: lowest compared OMol25 entry of this formula, charge and spin) = 15.6534 eV

Structure (ORCA input):
```
! wB97M-V def2-TZVPD RIJCOSX def2/J DEFGRID3
* xyz 0 1
C 0.7985 0.9905 1.7934
C -0.8969 0.6942 -0.0665
C -0.0818 0.7928 -1.5274
C -0.0006 -0.7927 -1.1869
C -1.4516 -0.6955 -0.4208
C 0.7844 -0.6600 0.0594
H 0.3459 0.2527 3.6286
H 2.4054 0.6133 1.3095
H 0.3196 3.0353 1.6311
H -1.4790 1.3933 0.3540
H -0.8205 1.3456 -2.3349
H 0.8817 1.2397 -1.3727
H 0.1982 -1.6702 -1.8515
H -2.4137 -0.8852 -1.0458
H -1.4332 -1.3005 0.4347
H 1.1254 -2.6805 -0.5661
N 0.2508 0.2647 0.7992
N 1.4674 -1.9374 0.3626
*
```

No. 4
The following is a quantum chemistry calculation of a 6-piece molecular cluster, C18H48O6 overall, from the Open Molecules 2025 dataset.

Properties
E_HOMO = -9.9 eV
F_max = 1.2 eV/Å
Relative energy (zero: lowest compared OMol25 entry of this formula, charge and spin) = 0.5942 eV

Structure (ORCA input):
```
! wB97M-V def2-TZVPD RIJCOSX def2/J DEFGRID3
* xyz 0 1
C 2.6316 -1.7704 5.4079
C 2.5750 -1.1130 4.0548
C 3.8433 -1.3790 3.2390
O 1.4493 -1.6641 3.3677
H 3.1086 -2.7492 5.3777
H 1.6439 -1.8765 5.8562
H 3.2047 -1.1327 6.0910
H 2.4254 -0.0325 4.1532
H 4.7524 -1.2159 3.8268
H 3.8669 -0.7286 2.3658
H 3.8633 -2.4345 2.9656
H 1.3578 -1.1932 2.5322
C 0.4422 2.6700 4.5604
C 1.3010 3.8317 4.1091
C 2.0149 3.5390 2.8051
O 0.4130 4.9584 3.9438
H -0.3479 2.4807 3.8369
H 0.0136 2.8723 5.5415
H 1.0790 1.7900 4.6767
H 2.0160 4.1006 4.8938
H 2.4392 4.4480 2.3763
H 1.2989 3.1340 2.0875
H 2.8193 2.8193 2.9717
H 0.9541 5.7449 3.8284
C -2.9798 -4.4496 -2.3910
C -3.3059 -3.9835 -3.7909
C -2.2323 -3.0556 -4.3395
O -3.4490 -5.1625 -4.5755
H -2.4933 -3.7176 -1.7468
H -2.3380 -5.3348 -2.3845
H -3.8782 -4.7925 -1.8690
H -4.2563 -3.4337 -3.7585
H -1.2716 -3.5696 -4.3635
H -2.1535 -2.1979 -3.6658
H -2.4863 -2.6646 -5.3258
H -3.5846 -4.9232 -5.4965
C -4.0870 -1.2696 -1.0154
C -5.0774 -0.2664 -0.4677
C -4.9369 1.0802 -1.1707
O -6.4151 -0.7375 -0.5818
H -4.2572 -2.2680 -0.6097
H -3.0739 -1.0293 -0.6723
H -4.0377 -1.2975 -2.1062
H -4.8865 -0.1454 0.5995
H -5.6534 1.8109 -0.8070
H -5.0192 0.9356 -2.2515
H -3.9290 1.4881 -1.0237
H -6.5404 -1.1819 -1.4262
C -0.4218 0.7057 -0.4882
C 0.2243 -0.3377 0.4183
C 0.4378 -1.6350 -0.3312
O 1.5168 0.1158 0.8680
H -0.5002 1.6704 0.0246
H -1.4097 0.3754 -0.7998
H 0.1997 0.8725 -1.3731
H -0.4130 -0.4962 1.2943
H -0.4936 -1.9468 -0.8041
H 0.7663 -2.4219 0.3504
H 1.2218 -1.4753 -1.0694
H 1.6112 1.0413 0.6277
C 4.3979 2.2918 -3.9888
C 3.4325 2.1855 -2.8195
C 2.3364 3.2155 -2.8968
O 2.7851 0.9095 -2.7742
H 5.0115 3.1884 -3.8902
H 3.8596 2.3012 -4.9359
H 5.0926 1.4476 -3.9834
H 3.9896 2.3682 -1.8897
H 1.6852 3.1504 -2.0213
H 1.7221 3.0299 -3.7812
H 2.7055 4.2402 -2.9235
H 3.4197 0.2701 -2.4419
*
```

No. 5
The following is a quantum chemistry calculation of CH4BrN2O as an isolated structure, from the Open Molecules 2025 dataset.

Properties
E_HOMO = -14.9 eV
F_max = 3.6 eV/Å
Relative energy (zero: lowest compared OMol25 entry of this formula, charge and spin) = 1.7434 eV

Structure (ORCA input):
```
! wB97M-V def2-TZVPD RIJCOSX def2/J DEFGRID3
* xyz 1 1
C -0.4666 0.2091 0.8763
N -1.3168 -0.6938 0.5680
N 1.1557 0.4983 -0.2006
O 1.8301 1.4442 0.4395
Br -0.6257 1.5618 2.0646
H -1.1059 -1.3890 -0.1437
H -2.2363 -0.7362 1.0135
H 1.6228 -0.3970 -0.0065
H 1.6181 2.3120 0.0413
*
```

No. 6
The following is a quantum chemistry calculation of F2H28O16PV2 as an isolated structure, from the Open Molecules 2025 dataset.

Properties
E_HOMO (spin up / spin down) = -17.5 / -17.5 eV
⟨S²⟩ = 12.006
F_max = 6.4 eV/Å

Structure (ORCA input):
```
! wB97M-V def2-TZVPD RIJCOSX def2/J DEFGRID3
* xyz 3 7
V -4.9800 -2.5970 13.2740
V -4.2480 -7.8540 14.0600
O -5.8960 -7.0000 13.2390
P -6.6810 -5.5720 12.8380
O -5.7400 -4.4360 13.1340
F -7.9190 -5.8360 13.6700
F -7.2820 -5.8250 11.4290
O -3.2000 -7.0160 12.4110
H -2.6380 -7.5300 11.8320
H -3.8580 -6.6650 11.8150
O -6.3820 -4.7820 15.9840
H -6.0780 -4.2500 16.7030
H -7.2900 -5.0660 16.1570
O -10.9100 -5.0830 11.7260
H -11.7510 -5.5270 11.5180
H -10.6460 -5.2040 12.6420
O -7.4470 -8.8490 12.5270
H -6.8210 -8.1250 12.7790
H -8.1950 -8.7260 13.1030
O -7.9730 -8.0860 9.2860
H -8.6360 -8.0630 9.9770
H -8.4030 -8.0610 8.4580
O -8.9300 -5.3640 16.7820
H -9.4350 -4.9590 16.0830
H -8.9870 -4.7600 17.5650
O -8.6510 -5.1100 9.2150
H -8.3110 -5.8820 9.6230
H -8.5220 -4.4410 9.8840
O -6.0900 -1.7110 11.6160
H -6.2270 -2.5080 11.0250
H -6.8200 -1.0940 11.5170
O -8.2320 -2.9520 12.9770
H -9.1220 -3.0760 13.3180
H -7.6770 -2.4000 13.5500
O -4.1940 -6.3020 15.6520
H -4.8660 -5.6260 15.6560
H -4.1020 -6.6440 16.5520
O -3.6960 -3.2710 14.9390
H -3.4140 -4.1800 14.9270
H -3.0240 -2.8380 15.4390
O -5.3940 -8.4040 10.4530
H -6.2180 -8.1830 10.1490
H -4.9950 -8.7450 9.6720
O -6.1550 -3.6320 9.7640
H -5.5500 -4.4230 9.7260
H -6.1240 -3.1160 8.9500
O -3.3540 -3.4640 11.8990
H -3.0710 -3.5160 10.9560
H -2.6660 -3.9500 12.3430
*
```